P:
# BH26O11

A 12-piece molecular cluster, BH26O11 overall (ωB97M-V with the def2-TZVPD basis set, the OMol25 dataset).

Computed properties:
Lowest unoccupied orbital energy (Ha): 0.0988
Total charge: -1
Orbital gap (Eh): 0.34431
Highest occupied orbital energy (eV): -6.68
2S+1: 1

Atoms and positions in Å:
O1 16.48500 -9.72300 0.66000
O2 13.15200 -10.80500 -0.98800
O3 12.82100 -13.96900 5.20500
O4 13.94500 -9.24000 1.07300
O5 10.37200 -12.44400 2.63200
O6 10.84700 -12.73800 0.01900
O7 13.74100 -13.24400 -1.86300
O8 12.89700 -14.49500 0.47700
O9 16.02700 -11.81800 -2.24200
O10 14.77500 -12.14200 5.44300
O11 15.28600 -9.00700 4.09000
B1 14.68200 -12.26900 2.02400
H1 15.21300 -12.48800 4.66400
H2 14.90900 -9.23700 0.91700
H3 16.07400 -11.96000 -1.27700
H4 15.45500 -11.48000 2.62500
H5 14.10300 -12.76200 5.74500
H6 16.63700 -11.10800 -2.39600
H7 13.33600 -13.58700 4.54600
H8 13.86000 -13.73700 -1.02900
H9 12.21900 -14.95600 0.91100
H10 11.67200 -13.20700 0.15300
H11 9.48500 -12.84800 2.63300
H12 16.27100 -10.40300 1.27900
H13 13.77500 -10.07700 1.58100
H14 15.86500 -9.45500 4.66800
H15 13.57400 -14.17900 1.13000
H16 12.14900 -13.35000 5.30700
H17 13.56200 -10.30000 -0.31600
H18 15.03900 -9.60300 3.38600
H19 13.65500 -11.65400 -1.02500
H20 14.67300 -13.31500 2.68400
H21 13.56000 -11.82400 1.92000
H22 15.13000 -12.45200 0.96400
H23 17.22600 -9.26300 1.00800
H24 14.63000 -13.07700 -2.18500
H25 10.78600 -12.84700 1.84200
H26 11.08100 -11.88000 0.38700

---

Q:
# BH26O11

A 12-piece molecular cluster, BH26O11 overall (ωB97M-V with the def2-TZVPD basis set, the OMol25 dataset).

Computed properties:
Lowest unoccupied orbital energy (Ha): 0.0828
Total charge: -1
Orbital gap (Eh): 0.34860
Highest occupied orbital energy (eV): -7.23
2S+1: 1

Atoms and positions in Å:
O1 -4.75193 -3.33819 10.24484
O2 -4.21858 -2.95226 7.49218
O3 1.91480 -2.99346 6.46175
O4 -1.24446 -1.47636 10.96503
O5 -2.28729 -0.21004 5.80339
O6 -2.13068 -4.86520 9.95777
O7 0.93217 -5.25256 9.38882
O8 1.12633 -0.53722 7.60946
O9 -0.40063 -4.81294 6.93025
O10 -1.83983 1.88387 9.47393
O11 -3.60090 -3.50867 4.70040
B1 -1.36140 -2.22364 8.06854
H1 0.32901 -5.49877 8.68753
H2 -4.20640 -3.11762 9.48986
H3 -2.14952 -4.08061 10.50576
H4 -0.93499 2.13590 9.28963
H5 -3.29567 -2.81735 7.70733
H6 -1.33173 -1.19664 8.39812
H7 1.61074 -3.90098 6.44823
H8 -1.77738 -0.81561 5.26534
H9 1.60649 -0.88168 6.85644
H10 1.74165 -5.72081 9.18458
H11 -0.34597 -1.30499 11.24715
H12 -0.36996 -2.64596 8.12264
H13 -0.63319 -3.94412 7.25782
H14 -2.07731 -2.78143 8.65213
H15 -4.75910 -4.29516 10.26433
H16 2.50267 -2.94853 7.21582
H17 -0.67777 -4.80610 6.01407
H18 -2.02578 -0.40925 6.70237
H19 -4.27675 -2.76339 6.55561
H20 -3.53778 -4.37383 4.29575
H21 -1.82041 0.92747 9.50782
H22 -2.82142 -3.04392 4.39604
H23 -1.66552 -2.25261 7.03369
H24 0.24954 -0.91227 7.52701
H25 -1.68905 -4.58697 9.15540
H26 -1.16943 -1.67286 10.03122

---

Calculated relative energies: P 0.0; Q 105.2, given in kJ/mol

---

P:
# C15H27BMgN4S5Si

C15H27BMgN4S5Si as an isolated structure (ωB97M-V with the def2-TZVPD basis set, the OMol25 dataset).

Computed properties:
Lowest unoccupied orbital energy (Ha): 0.1498
Total charge: -2
Orbital gap (Eh): 0.20084
Highest occupied orbital energy (eV): -1.39
2S+1: 1

Atoms and positions in Å:
S1 3.01549 -2.53123 -2.50928
S2 -1.96309 -3.81956 -1.59453
S3 -3.93573 -4.14515 0.58378
S4 -3.70817 -6.25080 -1.53091
S5 -3.67261 0.07689 0.27691
Si1 -2.83198 3.29630 -0.26297
Mg1 -2.43527 -2.22085 0.23077
N1 3.95104 -0.59297 -0.89287
N2 2.37705 -2.01716 0.01331
N3 -1.27928 -2.00482 2.01654
N4 -1.34062 -0.53530 -0.71000
C1 -3.22241 -4.79311 -0.86764
C2 -0.19050 -0.33967 -1.34526
C3 -3.22576 3.38806 1.56537
C4 1.59817 -3.25177 0.03869
C5 0.26910 0.91519 -1.69328
C6 -4.40358 3.31706 -1.28627
C7 -2.14796 0.50860 -0.41876
C8 -0.65989 -1.84964 2.97816
C9 3.10749 -1.69548 -1.05928
C10 -1.74446 1.83987 -0.70501
C11 4.90959 -0.67322 0.20026
C12 -1.86805 4.86812 -0.68597
C13 -0.52530 2.00648 -1.34491
C14 4.53984 -0.01128 -2.08089
C15 2.02317 -1.06220 1.06095
B1 0.22813 -1.59852 4.26819
H1 -0.91580 4.90798 -0.15170
H2 4.95365 0.96211 -1.80769
H3 -2.45035 5.74561 -0.39254
H4 -3.92078 2.59973 1.84952
H5 -2.32040 3.26399 2.16312
H6 1.21240 1.02946 -2.20985
H7 -5.02553 4.18235 -1.04056
H8 2.37991 -0.06919 0.80251
H9 2.18627 -4.06990 -0.37107
H10 -3.66447 4.36115 1.80641
H11 5.29448 0.32478 0.41688
H12 -1.66015 4.95000 -1.75539
H13 0.37181 -1.23304 -1.60056
H14 5.75580 -1.32019 -0.07198
H15 -4.16729 3.35644 -2.35224
H16 0.93874 -1.03378 1.14741
H17 1.32945 -3.45915 1.07298
H18 1.05521 -0.75309 3.97626
H19 -0.17939 3.00692 -1.58559
H20 2.41989 -1.36681 2.03064
H21 -0.49939 -1.20519 5.15721
H22 3.78129 0.11883 -2.84759
H23 5.33621 -0.63747 -2.50161
H24 0.76350 -2.64994 4.56509
H25 0.68077 -3.17800 -0.54985
H26 4.45339 -1.06501 1.10271
H27 -4.97359 2.40759 -1.09762

---

Q:
# C15H27BMgN4S5Si

C15H27BMgN4S5Si as an isolated structure (ωB97M-V with the def2-TZVPD basis set, the OMol25 dataset).

Computed properties:
Lowest unoccupied orbital energy (Ha): 0.1459
Total charge: -2
Orbital gap (Eh): 0.20054
Highest occupied orbital energy (eV): -1.49
2S+1: 1

Atoms and positions in Å:
S1 4.82094 1.01513 -1.47365
S2 -1.95588 1.99096 1.26272
S3 -2.04687 -2.87084 -0.36264
S4 -4.12595 -1.67952 1.38611
S5 -4.72189 -4.18725 -0.11807
Si1 -0.17869 4.49920 -0.16128
Mg1 -1.90209 -0.75606 0.99333
N1 3.26361 0.74703 0.67314
N2 4.07158 2.87211 0.30959
N3 -0.72963 0.40224 -0.38990
N4 -0.39335 -1.00183 2.45447
C1 4.59171 3.85985 -0.61064
C2 0.13470 0.03644 -1.33523
C3 0.41706 4.79933 1.59155
C4 -0.05102 2.69847 -0.64936
C5 -1.90368 5.18801 -0.40985
C6 0.97227 5.47743 -1.29524
C7 2.19747 1.23165 1.55274
C8 0.96586 0.93331 -1.97138
C9 0.43573 -1.05986 3.25480
C10 0.85233 2.27594 -1.61132
C11 -3.66177 -2.95558 0.28377
C12 4.41052 3.16436 1.69562
C13 -0.84330 1.69822 -0.01838
C14 4.00897 1.54842 -0.09546
C15 3.25904 -0.69475 0.47784
B1 1.60788 -1.07654 4.32508
H1 1.72293 0.05759 4.75451
H2 1.50083 2.99931 -2.09634
H3 1.69658 0.60203 -2.69532
H4 2.57332 -0.97211 -0.32578
H5 0.92880 6.53982 -1.03868
H6 0.23431 5.83634 1.88806
H7 -2.20654 5.09151 -1.45543
H8 -1.93571 6.24817 -0.14149
H9 1.49170 4.61221 1.66800
H10 5.45747 3.48652 1.75829
H11 2.92857 -1.15824 1.40664
H12 4.15738 3.72112 -1.59705
H13 4.28954 2.28477 2.31867
H14 4.32001 4.84750 -0.23082
H15 4.25719 -1.03523 0.21626
H16 0.14533 -1.02474 -1.56339
H17 1.28176 0.69386 1.31584
H18 2.42932 1.03962 2.60185
H19 2.62624 -1.42325 3.75048
H20 2.02620 2.29000 1.38718
H21 1.32023 -1.85673 5.20849
H22 3.77844 3.96117 2.09495
H23 -0.10007 4.13780 2.28709
H24 5.68219 3.79926 -0.70912
H25 -2.61935 4.64251 0.20457
H26 0.69404 5.37607 -2.34718
H27 2.00936 5.15125 -1.18681

---

Calculated relative energies: P 31.7; Q 0.0, given in kJ/mol